C28H21Cl3CrN2O4 | ωB97M-V/def2-TZVPD

Summary:
- net charge = -2
- spin multiplicity = 5
- orbital gap (alpha / beta) (eV) = 6.140 / 7.155
- electronic energy (eV) = -106539.8071
- <S²> = 6.041
- E_LUMO (alpha / beta) (hartree) = 0.1695 / 0.1694

Structure (XYZ):
```
59
Properties=species:S:1:pos:R:3:lowdin_spin:R:1
Cr -0.51 -0.65 -0.09 2.89
O -1.96 0.73 0.00 0.02
C -2.01 1.85 -0.60 0.01
C -3.00 2.81 -0.22 0.00
C -3.10 4.03 -0.83 0.00
C -2.25 4.40 -1.88 0.00
C -1.30 3.49 -2.29 0.00
C -1.14 2.24 -1.67 0.00
C -0.13 1.36 -2.19 0.03
N 0.24 0.25 -1.69 -0.02
C 1.25 -0.53 -2.45 0.00
C 1.45 -1.91 -1.82 0.00
N 0.92 -1.97 -0.44 -0.02
C 1.13 -3.05 0.20 0.03
C 0.58 -3.39 1.49 0.00
C 1.13 -4.48 2.17 0.00
C 0.65 -4.90 3.39 0.00
C -0.43 -4.20 3.96 0.00
C -1.02 -3.15 3.30 0.00
C -0.54 -2.70 2.03 0.01
O -1.14 -1.73 1.44 0.03
H -3.67 2.53 0.59 0.00
H -3.87 4.73 -0.50 0.00
H -2.34 5.36 -2.37 0.00
H -0.64 3.73 -3.12 0.00
H 0.36 1.68 -3.11 0.00
H 2.18 0.03 -2.49 0.00
H 0.90 -0.69 -3.47 0.00
H 2.51 -2.20 -1.84 0.00
H 0.90 -2.63 -2.44 0.00
H 1.77 -3.80 -0.26 0.00
H 1.95 -5.02 1.71 0.00
H 1.08 -5.76 3.90 0.00
H -0.81 -4.50 4.93 0.00
H -1.87 -2.63 3.72 0.00
C 3.14 3.75 0.15 0.00
C 3.25 2.45 -0.40 0.00
C 2.40 1.46 0.00 0.00
C 1.39 1.68 0.98 0.00
C 0.43 0.65 1.30 -0.05
C -0.30 0.88 2.45 0.01
C -0.23 2.09 3.18 0.00
C 0.54 3.13 2.75 0.01
C 1.39 2.94 1.63 0.00
C 2.24 3.98 1.16 0.00
H 3.77 4.55 -0.21 0.00
H 4.01 2.25 -1.15 0.00
H 2.50 0.45 -0.39 0.00
H -1.00 0.13 2.78 0.00
H -0.84 2.20 4.07 0.00
H 0.53 4.10 3.25 0.00
H 2.18 4.95 1.62 0.00
Cl -3.38 -2.03 -3.87 0.10
C -2.25 -3.16 -3.23 0.57
Cl 0.02 -2.51 -4.82 0.09
Cl -2.56 -4.80 -3.68 0.10
C -1.65 -2.91 -1.87 0.06
O -1.17 -3.86 -1.26 0.06
O -1.68 -1.67 -1.51 0.04
```